## a
{
  "formula": "C7H10",
  "method": "ωB97M-V/def2-TZVPD",
  "elements": ["C", "C", "C", "C", "C", "C", "C", "H", "H", "H", "H", "H", "H", "H", "H", "H", "H"],
  "positions_angstrom": [[-0.00645, -1.78562, -1.04219], [-0.41161, -0.57442, -0.32540], [0.57012, 0.29861, 0.26758], [2.01711, 0.22598, 0.58965], [-0.31218, 1.48731, 0.67897], [-1.81948, 1.13242, 0.28827], [-1.91115, -0.02717, -0.41751], [0.78296, -2.39793, -0.43076], [0.57252, -1.55513, -1.88243], [-0.80008, -2.46740, -1.33800], [2.31852, -0.91303, 0.80935], [2.27742, 0.78449, 1.40655], [2.50968, 0.51652, -0.28239], [0.00652, 2.45315, 0.37926], [-0.38454, 1.58924, 1.75255], [-2.68399, 1.87515, 0.28249], [-2.72537, -0.64217, -0.73600]],
  "e_homo_ev": -7.87,
  "smiles": "CC1=C(C)CC=C1"
}

---

## b
{
  "formula": "C7H10",
  "method": "ωB97M-V/def2-TZVPD",
  "elements": ["C", "C", "C", "C", "C", "C", "C", "H", "H", "H", "H", "H", "H", "H", "H", "H", "H"],
  "positions_angstrom": [[0.46472, -3.69408, -1.77440], [0.14226, -2.56253, -2.06005], [-0.73711, -0.22308, 0.18345], [0.29197, -1.21739, -2.37459], [-0.09085, 0.70801, 0.92000], [-0.54036, 2.25329, 0.93771], [0.91100, 0.32091, 1.74443], [0.49917, -4.66658, -1.56425], [-0.56489, -1.28855, 0.32791], [-1.64746, 0.07655, -0.42699], [-0.47807, -0.62090, -2.84720], [-0.93389, 2.56352, -0.15292], [0.24724, 2.79203, 1.35411], [-1.34047, 2.31968, 1.68702], [1.42876, 0.88600, 2.47748], [1.14664, -0.81982, -1.84638], [1.32537, -0.70908, 1.73564]],
  "e_homo_ev": [-8.15, -7.67]
}

---

## c
{
  "formula": "C7H10",
  "method": "ωB97M-V/def2-TZVPD",
  "elements": ["C", "C", "C", "C", "C", "C", "C", "H", "H", "H", "H", "H", "H", "H", "H", "H", "H"],
  "positions_angstrom": [[-0.39305, -1.81865, 0.22112], [-1.09140, -0.98481, -0.84222], [-0.14054, 0.07867, -1.39631], [0.11088, 0.51704, 0.06346], [0.35289, 1.87984, 0.61587], [1.41658, 0.81621, 0.73584], [-0.90968, -0.47980, 0.57865], [0.65969, -2.03153, 0.07551], [-1.01412, -2.64605, 0.57064], [-1.71053, -1.71629, -1.33046], [-0.58515, 0.90011, -1.97816], [0.69831, -0.34275, -1.96114], [0.52155, 2.70016, -0.07680], [-0.18847, 2.14980, 1.52042], [2.30324, 0.92061, 0.11338], [1.59606, 0.36927, 1.71257], [-1.62626, -0.31180, 1.37761]],
  "e_homo_ev": -9.40,
  "smiles": "C1[C@@H]2CC3(CC3)[C@H]12"
}

---

Question: which arrangement is favored energetically? Ranking from most to least stable: a, c, b.